Record 1
This record from the OMol25 dataset describes a structure of composition C50H50N5O4Y. The level of theory is ωB97M-V/def2-TZVPD.

```
110
Properties=species:S:1:pos:R:3:forces:R:3:lowdin_charge:R:1
Y 0.3107 -1.7202 0.0763 0.323 0.991 0.552 1.441
O 4.5338 -3.1407 -3.4610 0.059 0.136 -0.110 0.052
C 4.6961 -1.8173 -3.2827 0.084 -0.238 -0.150 -0.272
C 5.7967 -1.2227 -3.8994 0.018 0.148 0.020 -0.016
C 6.0515 0.1245 -3.7235 -0.016 0.038 0.044 -0.084
C 5.2088 0.9085 -2.9319 -0.035 -0.222 -0.103 -0.099
C 4.0956 0.3172 -2.3569 -0.066 0.211 -0.012 -0.053
C 3.8098 -1.0366 -2.5243 -0.082 0.018 0.038 -0.080
C 2.6418 -1.6306 -1.8184 -0.109 0.509 0.044 -0.427
O 1.6824 -0.8553 -1.3960 1.148 -0.391 -0.756 -0.202
N 2.7106 -2.9194 -1.6094 -0.461 -0.475 0.414 0.060
N 1.6968 -3.3608 -0.7274 0.786 0.184 -0.694 -0.071
C 1.7208 -4.5919 -0.4023 -0.249 -0.487 0.498 -0.044
C 0.8495 -5.2054 0.6139 0.463 -0.089 -0.635 -0.137
C 0.7741 -6.6037 0.6297 0.027 -0.138 -0.056 -0.057
C -0.0028 -7.2799 1.5472 -0.068 0.198 0.068 -0.101
C -0.7137 -6.5293 2.4929 0.006 -0.062 0.002 -0.083
C -0.6319 -5.1519 2.5183 -0.067 -0.270 0.123 -0.018
C 0.1467 -4.4601 1.5831 0.152 0.767 0.022 -0.344
O 0.2303 -3.1441 1.6331 0.077 -0.803 0.514 -0.226
H 3.8026 -3.4149 -2.8615 -0.003 -0.120 0.134 0.059
H 6.4471 -1.8509 -4.4968 -0.042 0.045 0.042 0.117
H 6.9224 0.5633 -4.2008 -0.088 -0.002 0.063 0.102
H 5.4162 1.9596 -2.7785 -0.019 -0.020 -0.003 0.096
H 3.4121 0.9075 -1.7558 0.006 -0.037 -0.016 0.105
H 2.4584 -5.2216 -0.8940 0.025 -0.196 -0.001 0.131
H 1.3384 -7.1568 -0.1168 -0.039 0.021 0.070 0.110
H -0.0596 -8.3605 1.5363 -0.006 0.050 0.006 0.095
H -1.3365 -7.0312 3.2277 0.074 0.003 -0.076 0.102
H -1.1624 -4.5691 3.2615 0.013 -0.025 -0.020 0.107
C 1.5702 1.8607 -4.2601 -0.044 0.047 -0.144 -0.055
C 0.6375 2.2261 -3.1015 -0.124 -0.158 0.036 -0.359
C 0.6874 3.7276 -2.8062 0.041 0.209 0.022 -0.045
C -0.7853 1.7552 -3.3888 0.150 0.193 -0.388 -0.151
C -1.4131 2.1637 -4.5639 0.135 0.023 -0.119 -0.041
C -2.6857 1.7323 -4.8962 0.044 -0.030 0.103 -0.068
C -3.3393 0.8521 -4.0475 -0.029 -0.081 0.051 -0.035
C -2.7769 0.4241 -2.8430 -0.184 0.059 -0.096 -0.124
C -3.6132 -0.5465 -2.0015 0.164 0.181 0.016 -0.278
C -3.1517 -2.0187 -2.1732 0.085 0.077 -0.118 -0.178
C -3.9030 -0.1208 -0.5481 -0.044 0.029 -0.058 -0.049
C -1.5068 0.9339 -2.5291 -0.020 -0.495 1.029 -0.148
N -0.9373 0.6340 -1.2308 0.282 -0.568 -1.202 0.181
C -1.0040 1.5236 -0.3627 0.164 0.977 1.549 -0.132
C -0.4142 1.2976 1.0701 -0.749 1.256 -0.611 -0.114
N 0.1331 0.2195 1.4291 0.359 -0.057 1.041 0.085
C 0.3285 -0.0274 2.8576 -0.207 0.107 -0.848 -0.160
C 1.6061 -0.0452 3.4196 0.084 0.041 -0.004 -0.141
C 1.6883 -0.3335 4.7796 0.046 -0.038 0.091 -0.029
C 0.5618 -0.6147 5.5381 0.014 0.010 -0.086 -0.056
C -0.6851 -0.6166 4.9331 0.020 -0.054 0.117 -0.026
C -0.8319 -0.3272 3.5829 -0.233 -0.108 0.085 -0.133
C -2.2351 -0.3725 2.9728 0.207 -0.025 0.019 -0.361
C -2.7889 -1.7989 2.9110 -0.059 -0.094 0.234 -0.041
C -3.2063 0.5472 3.7095 -0.138 0.079 0.190 -0.049
C 2.9017 0.2924 2.6851 -0.119 -0.012 -0.048 -0.346
C 3.1301 -0.4626 1.3667 -0.139 0.056 0.328 -0.061
C 3.0332 1.8001 2.4486 -0.065 0.159 -0.089 -0.052
C -0.7423 2.5252 1.8427 0.082 -0.328 -0.334 -0.077
C -0.4718 2.9286 3.1225 -0.052 0.280 0.239 0.009
C -0.9432 4.2023 3.5459 0.110 -0.265 -0.051 -0.045
C -1.6645 5.0187 2.7144 -0.040 0.094 -0.056 -0.006
C -1.9469 4.6226 1.3810 -0.148 0.282 0.042 -0.143
C -2.6893 5.3691 0.4237 0.076 0.012 0.125 -0.011
C -2.8983 4.8633 -0.8300 0.090 -0.293 -0.170 -0.040
C -2.3810 3.5942 -1.2316 -0.359 0.375 -0.032 0.008
C -1.6611 2.8708 -0.3268 0.217 -0.602 0.191 -0.080
C -1.4605 3.3814 0.9736 -0.007 0.047 0.120 -0.074
H 2.5926 2.1826 -4.0498 -0.064 -0.015 0.018 0.071
H 1.2488 2.3510 -5.1846 0.080 -0.037 0.051 0.074
H 1.5912 0.7816 -4.4409 -0.038 0.114 0.086 0.091
H 1.0014 1.6883 -2.2255 -0.024 -0.026 0.047 0.107
H 0.3737 4.3181 -3.6769 0.024 -0.126 0.090 0.085
H 1.7105 4.0285 -2.5612 -0.054 -0.024 -0.027 0.082
H 0.0419 4.0106 -1.9666 0.192 -0.087 -0.202 0.061
H -0.8828 2.8367 -5.2297 -0.053 -0.054 0.010 0.112
H -3.1616 2.0650 -5.8121 0.052 -0.022 0.070 0.105
H -4.3286 0.4869 -4.3062 0.067 0.048 -0.021 0.113
H -4.5855 -0.5250 -2.4961 -0.121 -0.032 -0.026 0.118
H -1.1891 -1.7405 -2.4686 0.103 0.240 0.026 0.084
H -3.3299 -2.3168 -3.2099 0.033 0.017 -0.063 0.120
H -3.7795 -2.6493 -1.5417 0.029 -0.031 0.057 0.120
H -3.0626 -0.2923 0.1161 0.014 0.003 -0.119 0.031
H -4.7396 -0.7142 -0.1627 0.090 0.021 -0.068 0.084
H -4.2037 0.9331 -0.4960 0.044 -0.104 -0.078 0.082
H 2.6694 -0.3458 5.2438 -0.073 -0.003 0.001 0.115
H 0.6593 -0.8492 6.5927 -0.007 0.031 -0.091 0.107
H -1.5676 -0.8568 5.5168 0.073 0.006 -0.012 0.114
H -2.1849 -0.0243 1.9468 0.008 0.057 -0.082 0.091
H -2.8495 -2.2310 3.9180 -0.022 0.053 -0.120 0.085
H -2.1742 -2.4578 2.2996 0.076 0.054 -0.035 0.057
H -3.7977 -1.7852 2.4864 0.092 0.006 0.041 0.084
H -3.3912 0.1907 4.7293 0.010 0.049 -0.114 0.078
H -4.1689 0.5612 3.1894 0.078 -0.004 0.039 0.084
H -2.8406 1.5765 3.7752 0.002 -0.112 -0.032 0.071
H 3.6922 0.0055 3.3788 0.088 -0.058 0.006 0.126
H 2.5442 -0.0071 0.5730 -0.015 -0.032 -0.127 0.040
H 2.8816 -1.5269 1.4562 0.013 0.030 0.021 0.083
H 4.1746 -0.3996 1.0548 -0.023 0.016 0.065 0.097
H 2.2613 2.1553 1.7548 0.089 -0.044 0.080 0.072
H 4.0057 2.0328 2.0031 -0.084 -0.036 0.041 0.084
H 2.9382 2.3743 3.3760 0.006 -0.114 -0.071 0.083
H 0.0716 2.3011 3.8180 -0.027 0.061 -0.045 0.115
H -0.7334 4.5272 4.5579 -0.001 -0.046 -0.042 0.109
H -2.0220 5.9796 3.0772 0.035 -0.123 -0.077 0.119
H -3.0904 6.3433 0.6907 0.054 -0.126 0.005 0.117
H -3.4700 5.4415 -1.5470 0.047 -0.062 0.028 0.109
H -2.5617 3.2360 -2.2378 -0.022 0.064 0.089 0.110
O -1.5686 -1.9308 -0.5134 -1.504 -0.842 -0.994 -0.441
N -1.7622 -2.3420 -1.8773 -0.788 0.158 0.383 -0.093
```
Positions in Å, forces in eV/Å.

Highest occupied orbital energy ... -0.2772 Ha
HOMO-LUMO gap ... 6.50 eV


Record 2
This record from the OMol25 dataset describes a cluster of 12 separate species, C3H31N2O11 in total. The level of theory is ωB97M-V/def2-TZVPD.

```
47
Properties=species:S:1:pos:R:3:forces:R:3:nbo_charge:R:1
C 1.7339 -2.6773 -0.0957 -0.479 -0.694 0.094 -0.656
C 1.1994 -1.3468 -0.5245 -0.310 0.187 -0.843 0.205
C 0.0630 -1.1915 -1.2414 -1.235 -0.363 1.257 -0.210
N -0.3421 0.1273 -1.7619 0.999 -1.022 -0.919 -0.743
N 2.1154 -0.3573 -0.3277 1.152 0.224 0.109 -0.846
H 2.4306 -3.0875 -0.8335 0.055 0.262 0.116 0.238
H 0.9909 -3.4505 0.0621 -0.460 0.058 -0.250 0.240
H 2.2293 -2.5845 0.8601 0.402 0.128 0.200 0.213
H -0.8112 -1.8460 -1.1998 0.874 -0.249 -0.196 0.230
H 0.1244 0.2253 -2.6919 -0.040 0.548 0.510 0.468
H -0.0049 0.8503 -1.1252 -0.354 0.367 -0.169 0.426
H -1.3693 0.2320 -1.9459 0.546 0.217 0.802 0.485
H 2.9241 -0.6372 0.2342 -0.368 0.361 -0.271 0.423
H 1.8780 0.6150 -0.1514 -0.371 -0.510 -0.144 0.411
H -0.1729 -1.8403 2.5828 0.082 -0.035 -0.239 0.479
H -0.3810 -0.3410 2.2913 0.346 -0.181 -0.159 0.469
O -0.5455 -1.0317 2.9387 -0.365 0.244 0.304 -0.947
H -4.0666 0.6808 2.5033 -0.245 -0.323 0.088 0.500
H -2.7508 0.9918 3.2675 -0.194 -0.127 0.021 0.501
O -3.3838 1.3383 2.6263 0.262 0.131 0.062 -0.963
H -3.0001 -1.8107 0.0688 0.069 0.082 0.205 0.493
H -2.5927 -0.4035 0.4488 0.107 0.104 0.212 0.467
O -3.0515 -0.8941 -0.2342 -0.178 -0.218 -0.252 -0.963
H 0.8785 2.5939 1.3042 0.368 -0.494 -0.513 0.515
H -0.2574 1.6435 1.4072 0.085 -0.003 -0.457 0.483
O 0.6302 1.6796 1.0101 -0.669 0.593 0.739 -1.015
H -2.5100 3.6117 1.3872 0.880 0.922 -0.635 0.483
H -2.7086 2.2724 1.3789 0.964 -0.654 -0.744 0.496
O -2.0702 2.8856 0.9105 -1.692 -0.222 1.115 -1.006
H 1.2565 1.3285 -4.7469 0.010 -0.206 -0.061 0.500
H 1.4918 1.9991 -3.3999 0.050 -0.038 -0.063 0.479
O 1.2416 1.1578 -3.7990 0.049 0.313 0.018 -0.952
H -2.3347 -3.6082 2.2031 0.223 0.336 -0.027 0.485
H -3.0366 -3.9413 0.9391 0.195 0.018 -0.244 0.480
O -2.3227 -3.3736 1.2644 -0.487 -0.448 0.199 -0.958
H 4.2467 -1.1341 2.2442 -0.099 0.356 0.482 0.490
H 3.7663 0.3595 2.2259 -1.236 1.809 2.064 0.481
O 4.1474 -0.3181 1.7490 1.454 -2.227 -2.374 -0.951
H -3.4977 1.1453 -1.7796 -0.120 0.325 0.427 0.508
H -2.4018 2.1332 -1.1297 -0.598 0.216 0.390 0.514
O -2.5783 1.4176 -1.7472 0.237 -0.070 -0.779 -0.984
H 2.6603 4.1749 1.3988 -0.053 0.079 -0.006 0.491
H 1.5716 4.4553 0.3452 0.073 0.099 0.121 0.487
O 1.7079 4.1515 1.2508 0.024 0.052 -0.073 -0.947
H 2.3886 -2.8210 -3.7010 0.147 0.064 0.547 0.480
H 2.3268 -1.4898 -2.8020 0.239 -0.461 0.219 0.478
O 2.1871 -1.8842 -3.6642 -0.338 0.452 -0.881 -0.956
```
Positions in Å, forces in eV/Å.

Highest occupied orbital energy ... -0.4100 Ha
Total charge ... +1
Energy above the lowest of the compared OMol25 structures with the same formula, charge and spin ... 0.00 kcal per mole
HOMO-LUMO gap ... 8.62 eV


Record 3
This record from the OMol25 dataset describes a cluster of 2 separate species, C3H11N2S in total. The level of theory is ωB97M-V/def2-TZVPD.

```
17
Properties=species:S:1:pos:R:3:forces:R:3:nbo_charge:R:1
C 1.8693 -1.2399 0.2482 -0.712 2.299 -1.234 -0.620
C 0.4078 -0.8336 0.0135 -1.691 -4.488 1.665 -0.262
C 0.4878 1.4997 -0.0651 0.325 3.068 0.047 0.402
N 0.4001 2.7002 -0.6499 0.682 1.542 1.688 -0.739
N 0.1129 0.4188 -0.5953 -0.603 -2.161 -4.705 -0.498
S -3.0810 -1.3424 0.4669 -0.957 1.201 0.063 -0.339
H 2.2134 -0.8292 1.1744 0.562 0.355 0.385 0.217
H 1.8670 -2.2679 0.3203 0.216 -2.266 0.258 0.242
H 2.4893 -0.9549 -0.6050 0.172 0.009 0.220 0.219
H -0.0958 -0.8783 1.0233 0.310 0.291 -1.026 0.235
H -0.1419 -1.7552 -0.5282 1.108 2.606 0.707 0.251
H 0.9153 1.3668 0.9211 -0.022 0.676 0.177 0.235
H 0.6507 3.6104 -0.1717 -0.211 -2.018 -0.346 0.447
H -0.0479 2.9073 -1.5232 -0.194 -0.663 -0.412 0.427
H -4.1290 -0.4449 0.6445 1.029 -0.597 -0.252 0.174
H -0.0727 0.3257 -1.6651 0.093 0.721 2.579 0.442
H -3.8455 -2.2826 0.9912 -0.107 -0.575 0.185 0.168
```
Positions in Å, forces in eV/Å.

Highest occupied orbital energy ... -0.4682 Ha
Total charge ... +1
Energy above the lowest of the compared OMol25 structures with the same formula, charge and spin ... 27.34 kcal per mole
HOMO-LUMO gap ... 9.13 eV


Record 4
This record from the OMol25 dataset describes an isolated molecule of C4H4N2O3. The level of theory is ωB97M-V/def2-TZVPD.

```
13
Properties=species:S:1:pos:R:3:forces:R:3:nbo_charge:R:1
C -1.0676 1.4107 -1.1617 -0.378 -0.779 0.010 -0.667
C -0.5289 0.3470 -0.3239 1.328 -0.461 0.394 0.526
N 0.8424 0.2088 -0.3919 -0.470 -0.044 0.110 -0.641
C 1.3234 -0.6711 0.4294 0.018 0.425 -1.117 0.875
O 2.5732 -1.0191 0.3853 1.131 -0.349 0.363 -0.619
O 0.6836 -1.3440 1.3175 -1.156 -0.294 0.328 -0.462
C -0.7764 -1.2060 1.3174 -0.853 -1.453 2.946 0.849
O -1.3058 -1.8528 2.2047 0.928 1.336 -2.237 -0.530
N -1.3221 -0.3350 0.4403 -0.126 -0.304 0.098 -0.574
H -0.5587 1.3831 -2.1073 -0.206 0.076 -0.632 0.242
H -2.1408 1.3100 -1.1456 -0.274 0.271 -0.512 0.243
H -0.7637 2.2943 -0.6677 0.168 1.336 0.426 0.245
H 3.0415 -0.5259 -0.2965 -0.108 0.238 -0.175 0.511
```
Positions in Å, forces in eV/Å.

Highest occupied orbital energy ... -0.3836 Ha
Structure (SMILES) ... Cc1nc(O)oc(=O)n1
Energy above the lowest of the compared OMol25 structures with the same formula, charge and spin ... 1.12 kcal per mole
HOMO-LUMO gap ... 10.67 eV